{
  "formula": "C20H30O2",
  "method": "ωB97M-V/def2-TZVPD",
  "smiles": "CC/C=C\\C/C=C\\C/C=C\\C/C=C\\C/C=C\\CCCC(=O)O",
  "de_lowest_kj_mol": 157.1,
  "spin_multiplicity": 1,
  "orbital_gap_ev": 9.88,
  "symbols": ["O", "O", "C", "C", "C", "C", "C", "C", "C", "C", "C", "C", "C", "C", "C", "C", "C", "C", "C", "C", "C", "C", "H", "H", "H", "H", "H", "H", "H", "H", "H", "H", "H", "H", "H", "H", "H", "H", "H", "H", "H", "H", "H", "H", "H", "H", "H", "H", "H", "H", "H", "H"],
  "positions_angstrom": [[2.159, 1.178, 1.114], [0.025, 0.865, 0.551], [0.122, -0.766, -2.285], [-1.855, -2.235, -1.797], [0.951, 0.652, 1.294], [2.380, 3.588, -0.924], [-2.230, -2.050, 2.584], [2.857, 2.577, -1.641], [-2.802, -1.136, -1.405], [-0.593, -2.075, -2.169], [1.220, -1.690, 2.079], [-3.864, -1.654, -0.482], [0.939, 3.940, -0.699], [-1.054, -2.644, 2.450], [-3.865, -1.578, 0.839], [0.746, 4.665, 0.630], [0.002, -2.354, 1.429], [-2.804, -0.972, 1.712], [0.917, -0.244, 2.504], [2.426, 0.157, -1.987], [2.056, 1.557, -2.391], [1.581, -0.861, -1.947], [-0.302, 4.918, 0.774], [-0.010, -2.946, -2.439], [0.014, -0.394, -3.311], [0.989, 1.720, -2.250], [-2.891, -2.383, 3.376], [3.466, 0.007, -1.726], [-0.380, -1.718, 0.634], [-0.781, -3.416, 3.161], [-2.255, -0.313, -0.943], [-2.029, -0.490, 1.122], [3.931, 2.450, -1.717], [0.313, 3.045, -0.710], [1.677, 0.103, 3.204], [-2.275, -3.232, -1.766], [1.937, -1.836, -1.643], [1.060, 4.033, 1.459], [-0.068, -0.204, 2.968], [2.062, -1.690, 1.383], [3.085, 4.262, -0.451], [-0.344, -0.026, -1.629], [0.601, 4.588, -1.514], [1.328, 5.584, 0.657], [2.268, 1.677, -3.462], [-4.687, -2.158, -0.974], [-4.694, -2.013, 1.386], [2.207, 1.727, 0.302], [0.316, -3.299, 0.978], [1.514, -2.260, 2.963], [-3.270, -0.216, 2.354], [-3.279, -0.744, -2.311]]
}

{
  "formula": "C20H31BeBr2Cl4Cs2FN2O4",
  "method": "ωB97M-V/def2-TZVPD",
  "spin_multiplicity": 1,
  "orbital_gap_ev": 2.41,
  "symbols": ["Cs", "Cs", "Br", "Br", "Cl", "Cl", "Cl", "Cl", "F", "O", "O", "O", "O", "N", "N", "C", "C", "C", "C", "C", "C", "C", "C", "C", "C", "C", "C", "C", "C", "C", "C", "C", "C", "C", "C", "Be", "H", "H", "H", "H", "H", "H", "H", "H", "H", "H", "H", "H", "H", "H", "H", "H", "H", "H", "H", "H", "H", "H", "H", "H", "H", "H", "H", "H", "H", "H", "H"],
  "positions_angstrom": [[0.666, 0.422, -2.797], [3.022, -6.355, -2.652], [0.031, -2.093, 2.603], [-0.892, -1.153, 0.742], [6.378, -0.084, 1.269], [7.419, 1.634, 3.372], [5.754, 2.764, 1.270], [2.775, -0.929, -0.641], [-4.903, 5.019, -1.947], [3.990, -4.719, 5.763], [-6.748, -1.030, -1.011], [2.353, -3.151, 5.565], [3.300, -5.342, -4.675], [1.064, 2.945, -0.248], [-0.581, 4.745, 0.222], [3.906, -4.395, -3.803], [-7.990, -1.369, -1.387], [3.021, 0.952, 1.410], [-2.638, 2.462, -0.113], [-3.001, 0.689, 1.984], [0.661, 5.071, 0.932], [1.975, 0.512, 0.267], [-7.883, -2.033, -2.772], [-4.887, 2.630, 1.332], [1.618, 1.669, -0.825], [1.706, 3.954, 0.644], [2.857, -3.447, -3.260], [-0.286, 3.501, -0.439], [3.269, -3.900, 5.142], [-1.600, 2.928, -1.269], [-2.123, 1.223, 0.793], [6.971, 1.536, 1.665], [-3.998, 3.184, 0.120], [-4.364, 1.406, 2.243], [3.542, -3.794, 3.644], [-5.820, 0.855, 0.531], [0.721, 6.005, 1.582], [2.081, -3.998, -2.718], [2.360, -2.913, -4.074], [3.306, -2.716, -2.584], [2.639, -4.054, 3.084], [-1.090, 0.727, 0.570], [-1.498, 5.216, 0.170], [2.884, -4.848, -5.399], [4.347, -4.468, 3.337], [2.784, 3.904, 1.054], [7.859, 1.731, 1.066], [-7.265, -2.936, -2.745], [-1.298, 1.993, -1.872], [0.796, 1.204, -1.546], [-8.737, -0.565, -1.509], [-2.577, -0.173, 2.607], [-4.990, 1.031, 3.135], [2.410, 1.171, 2.359], [-5.901, 3.108, 1.616], [3.694, 0.048, 1.643], [3.715, 1.812, 1.091], [3.833, -2.770, 3.392], [2.566, 1.863, -1.507], [4.386, -4.942, -2.987], [1.055, 0.065, 0.786], [-8.880, -2.328, -3.122], [-4.343, 4.081, -0.538], [-7.464, -1.350, -3.520], [-8.546, -2.092, -0.762], [4.678, -3.853, -4.355], [-2.093, 3.744, -1.930]]
}